Formula: C3H6N2O
Source: the OMol25 dataset
Level of theory: ωB97M-V/def2-TZVPD

Values from the calculation:
HOMO level   -9.7499 eV
DFT total energy   -8233.7960 eV
HOMO-LUMO gap   10.729 eV
ΔE to the lowest compared entry with this formula, charge and spin   2.903 eV

Element x y z (Å)
C1 -0.242 -0.295 -0.412
C2 -0.912 1.133 2.278
C3 0.657 -1.110 -1.235
N1 -0.090 0.885 -0.172
N2 -0.980 1.589 0.986
O1 -0.704 0.008 2.616
H1 -0.881 -0.979 0.065
H2 -1.052 1.992 2.943
H3 1.019 -1.802 -0.455
H4 1.465 -0.593 -1.753
H5 0.140 -1.683 -1.926
H6 -0.768 2.497 0.773